Entry from OMol25: a 7-piece molecular cluster, C28H77N7O7 overall in a non-equilibrium geometry (wB97M-V/def2-TZVPD).

For the HOMO energy, the calculation gives -8.740 eV. The HOMO-LUMO gap comes out at 9.0831 eV. The calculation puts the energy relative to the best compared isomer or geometry (same formula, charge and spin) at 131.64 kcal/mol. The total energy comes out at -2022.661650 a.u. The calculation puts the largest force on an atom at 3.4 eV/Å.

XYZ file:
```
119
Properties=species:S:1:pos:R:3:mulliken_charge:R:1
C -0.1517 4.5692 5.0659 -0.814
O -0.8429 5.0760 3.8710 -0.245
C -2.0576 5.6694 4.1491 -0.736
C -2.6671 6.0938 2.7467 0.501
C -1.7736 6.9907 1.8683 -1.469
N -3.9105 6.7675 2.9499 -0.740
H -0.2897 5.3037 5.8594 0.341
H 0.9266 4.4428 4.9694 0.251
H -0.6402 3.6242 5.3035 0.282
H -2.6407 4.9351 4.7048 0.363
H -1.9685 6.5781 4.7445 0.311
H -2.7761 5.2088 2.1198 0.245
H -0.7718 6.5849 1.7275 0.331
H -1.5650 7.9849 2.2634 0.342
H -2.0437 7.0246 0.8128 0.407
H -3.7453 7.7318 3.2007 0.296
H -4.2927 6.8309 2.0171 0.331
C 3.8168 -6.4445 0.6484 -0.754
O 4.1537 -5.6653 1.8656 -0.325
C 3.1304 -5.4829 2.7699 -0.772
C 3.5406 -4.6548 3.9319 0.552
C 2.4309 -4.2835 4.8884 -1.470
N 3.9828 -3.3112 3.4942 -0.745
H 3.3700 -7.4087 0.8911 0.295
H 4.7090 -6.4442 0.0223 0.261
H 3.0750 -5.9436 0.0263 0.322
H 2.2569 -5.0108 2.3202 0.328
H 2.7004 -6.4326 3.0882 0.423
H 4.2528 -5.1954 4.5555 0.290
H 1.9522 -5.1999 5.2338 0.406
H 1.5660 -3.7761 4.4610 0.252
H 2.7652 -3.8243 5.8186 0.356
H 4.8580 -3.5860 3.0715 0.347
H 3.5194 -3.0514 2.6351 0.236
C 4.7122 -5.0502 -8.5476 -0.780
O 4.1366 -4.0474 -7.7163 -0.319
C 3.4204 -4.4923 -6.5909 -0.596
C 2.5854 -3.2824 -6.0577 0.439
C 3.3444 -2.0730 -5.6020 -1.366
N 1.9355 -3.7214 -4.8824 -0.692
H 4.2543 -6.0394 -8.5520 0.329
H 5.6377 -5.3130 -8.0352 0.304
H 4.7158 -4.6714 -9.5696 0.240
H 2.6579 -5.2237 -6.8587 0.355
H 4.0462 -4.9390 -5.8182 0.306
H 1.9593 -2.9664 -6.8921 0.318
H 2.6321 -1.2788 -5.3787 0.329
H 3.9294 -1.7288 -6.4549 0.347
H 3.8916 -2.2593 -4.6779 0.296
H 2.4443 -4.3578 -4.2855 0.225
H 1.1143 -4.2791 -5.0684 0.266
C -1.9098 -0.3944 2.7510 -0.648
O -1.3256 -0.1758 1.4328 -0.299
C 0.1449 -0.1065 1.4816 -0.930
C 0.6835 0.7808 0.3946 0.583
C 2.1714 0.4722 0.2486 -1.632
N 0.3545 2.1160 0.6259 -0.677
H -1.5406 -1.3299 3.1713 0.263
H -2.9843 -0.4735 2.5854 0.236
H -1.7196 0.4189 3.4513 0.250
H 0.6238 0.0974 2.4393 0.424
H 0.3635 -1.1670 1.3566 0.450
H 0.2456 0.4731 -0.5550 0.322
H 2.4981 -0.4803 -0.1688 0.346
H 2.5906 0.6641 1.2363 0.342
H 2.7085 1.2579 -0.2828 0.390
H -0.6477 2.0289 0.5358 0.354
H 0.4764 2.4310 1.5778 0.222
C -4.9793 0.2380 -2.3748 -0.685
O -6.1773 0.9516 -2.6385 -0.376
C -6.9972 1.4018 -1.6102 -0.757
C -6.4315 2.4970 -0.6620 0.591
C -7.3865 2.5962 0.5402 -1.544
N -6.2002 3.8156 -1.2327 -0.668
H -4.3277 0.7476 -1.6649 0.277
H -4.4992 -0.2041 -3.2478 0.284
H -5.2485 -0.5934 -1.7234 0.303
H -7.9760 1.6930 -1.9914 0.336
H -7.1509 0.5046 -1.0106 0.362
H -5.4454 2.1994 -0.3054 0.204
H -8.4287 2.3948 0.2927 0.346
H -7.4381 3.5526 1.0606 0.433
H -7.1768 1.8611 1.3173 0.376
H -7.1534 4.1274 -1.3519 0.279
H -5.8150 3.7517 -2.1642 0.242
C 3.6969 7.8419 -2.3715 -0.706
O 4.9695 7.7919 -3.1008 -0.342
C 5.3790 6.4893 -3.4877 -0.738
C 6.7484 6.6247 -4.1727 0.677
C 7.0190 5.4569 -5.0297 -1.464
N 7.8554 6.8851 -3.2982 -0.758
H 3.8162 7.7833 -1.2897 0.253
H 3.1111 7.0708 -2.8719 0.300
H 3.0457 8.7064 -2.5006 0.263
H 5.4745 5.7041 -2.7378 0.338
H 4.6193 6.1913 -4.2103 0.400
H 6.7538 7.5299 -4.7799 0.226
H 7.9642 5.6400 -5.5407 0.370
H 6.1897 5.1823 -5.6816 0.363
H 7.0647 4.5803 -4.3834 0.363
H 7.8484 7.7897 -2.8490 0.235
H 8.7685 6.8653 -3.7293 0.219
C -4.8833 -4.7269 5.9598 -0.691
O -4.2288 -5.3416 4.8293 -0.303
C -4.9478 -6.2349 4.0609 -0.804
C -4.0872 -6.6445 2.8133 0.457
C -3.9607 -5.4422 1.8328 -1.097
N -4.6310 -7.8521 2.2140 -0.731
H -4.5684 -5.0046 6.9657 0.253
H -5.9588 -4.8776 5.8658 0.314
H -4.5583 -3.6870 5.9270 0.222
H -5.1244 -7.0863 4.7182 0.361
H -5.9687 -6.0433 3.7307 0.420
H -3.1174 -6.9380 3.2150 0.226
H -3.3998 -5.8606 0.9970 0.350
H -3.4159 -4.7274 2.4495 0.265
H -4.9121 -5.0188 1.5108 0.288
H -4.0891 -8.1769 1.4260 0.234
H -4.6612 -8.5957 2.8968 0.236
```

=====

Entry from OMol25: a 8-piece molecular cluster, C28H77N8O10 overall in a non-equilibrium geometry (wB97M-V/def2-TZVPD).

The charge is -1. For the HOMO energy, the calculation gives -6.130 eV. The HOMO-LUMO gap comes out at 8.2769 eV. The calculation puts the energy relative to the best compared isomer or geometry (same formula, charge and spin) at 440.34 kcal/mol. The total energy comes out at -2302.644204 a.u. The calculation puts the largest force on an atom at 12.9 eV/Å.

XYZ file:
```
123
Properties=species:S:1:pos:R:3:mulliken_charge:R:1
N -1.0158 0.2855 0.5229 1.204
O 0.1716 0.5903 0.4758 -0.142
O -1.4906 0.0975 1.6995 -0.624
O -1.7150 0.2842 -0.5856 -1.124
C -5.7748 3.0382 -0.9970 -1.577
C -5.0379 1.6853 -1.2664 0.841
C -4.3936 1.5954 -2.5435 -0.072
O -5.5459 1.6053 -3.5012 -0.386
C -4.9134 1.6296 -4.7362 -1.854
N -4.1074 1.5467 -0.1011 -0.440
H -5.1595 3.8921 -0.9208 0.392
H -6.3586 3.1191 -0.0771 0.419
H -6.7462 3.2394 -1.6845 0.264
H -5.7987 0.9042 -1.2968 0.002
H -3.9129 0.5435 -2.7293 0.185
H -3.8081 2.6082 -2.8110 0.212
H -5.2291 2.3825 -5.2841 0.602
H -5.0852 0.7055 -5.0488 0.488
H -4.0567 1.8256 -4.9955 0.792
H -3.3070 1.1142 -0.3221 0.077
H -4.4442 0.6578 0.5572 -0.048
C -4.8885 -1.5607 0.5117 -1.186
C -4.6377 -1.3754 2.0801 0.711
C -3.5681 -2.2230 2.6823 -0.750
O -3.9699 -3.7161 2.5902 -0.422
C -2.9401 -4.4252 3.3595 -0.698
N -4.3457 0.0194 2.2846 -0.640
H -4.8454 -2.6650 0.2302 0.518
H -4.0973 -0.9619 0.0197 0.123
H -5.8973 -0.9883 0.2812 0.195
H -5.5925 -1.6477 2.7209 0.286
H -3.5880 -1.9615 3.6541 1.026
H -2.5183 -2.2016 2.3377 -0.214
H -3.0875 -5.4876 3.0737 0.272
H -3.0449 -4.3769 4.4580 0.280
H -2.0622 -4.2451 2.8888 0.269
H -3.4751 0.3413 1.9766 0.005
H -4.1711 0.1798 3.3103 0.459
C 2.3932 -0.0346 5.0722 -1.381
C 0.9127 0.2975 4.6554 0.571
C 0.7979 1.5589 3.7716 0.435
O 1.0667 2.7905 4.4133 -0.518
C 2.4869 3.1742 4.2579 -0.486
N 0.4693 -0.8455 3.9829 -0.737
H 2.2018 -1.0989 5.4760 0.474
H 2.7005 0.5222 6.0354 0.315
H 3.0210 -0.0627 4.0404 0.007
H 0.2581 0.5015 5.5080 0.482
H -0.3653 1.5636 3.4251 -0.136
H 1.2337 1.6031 2.7780 -0.034
H 3.1109 2.5001 4.8214 0.300
H 2.8881 4.2107 4.6228 0.287
H 2.8895 3.2376 3.3331 -0.014
H 1.0838 -1.0201 3.0651 0.446
H -0.2949 -0.4605 3.2840 0.024
C 1.8126 1.6627 -4.4227 -2.572
C 0.5800 0.8186 -3.9327 -0.847
C 0.9206 -0.7317 -4.1192 -1.102
O 0.9501 -0.9456 -5.5741 -0.439
C 1.4019 -2.2574 -5.7627 -1.091
N 0.4063 1.1715 -2.4987 -0.069
H 2.5219 1.7872 -3.7341 0.516
H 1.4711 2.5969 -4.7246 0.491
H 2.2097 1.4670 -5.2034 0.945
H -0.1753 0.8436 -4.4385 1.557
H 0.0873 -1.1047 -3.7309 0.866
H 1.7829 -0.9162 -3.6555 0.510
H 0.9710 -3.0406 -5.2941 0.404
H 2.4011 -2.4761 -5.8177 0.436
H 1.1766 -2.4374 -6.8299 0.347
H 1.1826 0.8425 -1.9495 -0.193
H -0.2992 0.6795 -2.0417 0.040
C 1.4246 5.1715 0.9905 -1.586
C 1.4854 4.2136 -0.2476 0.278
C 2.7838 3.4960 -0.3043 0.347
O 3.8708 4.3879 -0.4942 -0.463
C 5.1445 3.8164 -0.3811 -0.854
N 0.2701 3.4295 -0.3155 -0.558
H 0.4655 5.5935 0.8793 0.436
H 2.2835 5.8086 1.2446 0.304
H 1.4646 4.5989 1.8540 0.244
H 1.6655 4.9183 -1.0047 0.470
H 2.9059 2.8451 -1.0621 0.365
H 3.1536 2.9702 0.7257 -0.372
H 5.3642 3.4955 0.4772 0.485
H 6.0933 4.6476 -0.6595 0.178
H 5.2458 3.1349 -1.2468 0.282
H 0.6640 2.5801 0.1840 -0.308
H 0.2417 2.9674 -1.1197 0.658
C 4.1389 -1.6495 2.2986 -2.190
C 3.1217 -0.7406 1.4561 -0.019
C 3.6281 -0.6241 0.0558 -0.026
O 4.8207 0.2320 0.1026 -0.175
C 6.0481 -0.3401 -0.4308 -1.017
N 1.8820 -1.4864 1.4411 -0.369
H 3.5802 -2.2754 2.9653 0.417
H 5.0668 -1.4151 2.7434 0.518
H 4.6000 -2.4098 1.7449 0.628
H 3.2693 0.0898 1.9817 1.021
H 2.8249 -0.1956 -0.6058 -0.504
H 3.5960 -1.7225 -0.2531 0.446
H 6.9819 0.2572 -0.2044 0.252
H 5.9320 -0.6670 -1.4617 0.364
H 6.2852 -1.2618 0.0134 0.380
H 2.0243 -2.3343 0.7769 0.392
H 1.2588 -0.8148 0.7856 -0.230
C -1.2113 -5.0158 -0.0122 -2.220
C -1.0198 -3.4867 0.0304 1.186
C 0.0275 -3.1133 -1.1260 -1.597
O 1.2618 -3.6950 -0.9737 -0.449
C 1.9572 -3.8834 -2.1879 -0.284
N -2.2833 -2.7926 -0.3601 -0.519
H -0.3730 -5.4391 0.3327 0.582
H -1.6750 -5.3425 -0.8709 0.492
H -2.0508 -5.4302 0.5743 0.371
H -0.7561 -3.1871 0.9447 0.440
H 0.2136 -2.0308 -1.2743 0.227
H -0.4822 -3.2330 -1.9671 1.301
H 1.9952 -2.7353 -2.6636 -0.131
H 1.3639 -4.4850 -2.9293 0.323
H 3.0418 -4.3810 -1.9147 0.232
H -2.3280 -1.8755 -0.5312 0.081
H -3.0637 -3.0425 0.3726 -0.107
```

=====

Entry from OMol25: a 9-piece molecular cluster, C28H78Br2O28P6 overall in a non-equilibrium geometry (wB97M-V/def2-TZVPD).

For the HOMO energy, the calculation gives -9.269 eV. The HOMO-LUMO gap comes out at 9.5950 eV. The total energy comes out at -10416.891649 a.u. The calculation puts the largest force on an atom at 4.4 eV/Å.

XYZ file:
```
142
Properties=species:S:1:pos:R:3:mulliken_charge:R:1
C -3.5870 -3.4406 -3.9795 0.013
O -2.5932 -3.5349 -4.9398 -0.353
P -1.1333 -2.9850 -4.5695 0.396
O -1.2630 -1.8643 -3.6759 0.306
O -0.3048 -4.1993 -4.0461 -0.397
C -0.6613 -4.7231 -2.7626 -0.402
O -0.4203 -2.7817 -5.9803 -0.401
C -0.8405 -1.5855 -6.7610 -0.647
H -4.0855 -2.4405 -3.8795 0.123
H -3.1338 -3.6416 -3.0070 -0.317
H -4.3558 -4.1931 -4.2211 0.336
H -0.2239 -4.1602 -1.9757 0.064
H -0.2637 -5.7658 -2.7558 0.231
H -1.7212 -4.8299 -2.6170 0.372
H -0.3445 -1.7010 -7.7428 0.239
H -0.6530 -0.5878 -6.2247 0.197
H -1.9239 -1.6683 -6.8448 0.334
C -1.6717 -2.0070 -0.6404 0.967
O -1.6570 -0.7129 -0.0752 -0.101
P -0.1943 -0.0718 0.0908 -0.126
O -0.2692 1.3493 0.5291 -0.731
O 0.4107 -0.2595 -1.3886 0.635
C -0.0544 0.4570 -2.5294 -0.857
O 0.6775 -1.0211 0.9837 2.273
C 1.5072 -0.6091 2.0384 -1.403
H -2.7188 -2.2240 -0.8286 -0.786
H -1.1935 -2.6868 0.0588 -0.206
H -1.1200 -1.9927 -1.5753 -0.191
H 0.1649 1.5618 -2.3216 -0.098
H -1.1094 0.3103 -2.6219 0.327
H 0.5025 0.0915 -3.3626 0.189
H 2.5229 -0.4847 1.6819 -0.391
H 1.4411 -1.3099 2.8615 0.509
H 1.1155 0.3115 2.3993 0.110
C -0.5809 -3.5065 3.1086 0.318
O -0.0701 -4.6923 2.7877 -0.385
P 1.0611 -4.7075 1.6718 -0.037
O 0.5546 -4.2325 0.3755 0.391
O 1.5655 -6.1837 1.8463 -0.409
C 0.8236 -7.3734 1.3791 -0.654
O 2.2297 -3.9116 2.3787 -0.306
C 3.3633 -3.3396 1.6987 -0.829
H -1.6354 -3.3119 2.8566 0.193
H 0.0896 -2.7248 2.6603 -0.495
H -0.5504 -3.4227 4.2110 0.219
H 0.3043 -7.7177 2.2647 0.262
H 1.5259 -8.1305 1.1129 0.250
H 0.2045 -7.1197 0.5206 0.239
H 3.9834 -4.1669 1.5630 0.595
H 3.8915 -2.6185 2.3572 0.153
H 3.1306 -2.8400 0.7422 0.322
C 4.0197 6.1587 -2.8545 -0.667
O 3.6623 6.7289 -1.5778 -0.443
P 3.4339 5.6086 -0.4064 1.220
O 3.9688 4.3434 -0.7827 -0.485
O 4.1691 6.3413 0.8254 -0.358
C 3.6274 7.5654 1.4519 -0.730
O 1.9073 5.7558 -0.0787 -0.409
C 0.8592 4.9690 -0.7284 -0.512
H 3.2108 5.6434 -3.4024 0.272
H 4.8899 5.5008 -2.9169 0.271
H 4.2296 7.0223 -3.5283 0.281
H 2.6339 7.4470 1.8060 0.298
H 3.5223 8.2864 0.6286 0.303
H 4.4106 7.9278 2.2202 0.212
H 0.9843 5.1164 -1.7821 0.397
H -0.1243 5.3168 -0.3162 0.225
H 0.9554 3.9051 -0.4342 0.145
C 1.1492 3.3325 2.7641 -0.313
O 2.5145 3.5160 2.5291 -0.008
P 3.5771 2.4344 2.8356 0.424
O 3.0711 1.1903 3.5346 -0.866
O 4.1657 2.1925 1.3367 0.741
C 5.4333 1.4323 1.2786 -0.945
O 4.7341 3.2119 3.6937 -0.350
C 5.6726 4.0406 2.9815 -0.499
H 0.9443 3.4485 3.8366 0.278
H 0.7218 2.4156 2.2788 -0.069
H 0.6343 4.0907 2.1720 0.217
H 5.4052 0.5962 0.6161 0.138
H 5.6728 1.0242 2.2791 0.438
H 6.2006 2.1701 0.9744 0.208
H 6.5744 3.5409 2.7006 0.329
H 5.8891 4.9215 3.6475 0.276
H 5.2827 4.5142 2.1280 0.059
C 3.5619 1.5069 -1.5550 -0.520
O 3.1540 0.2422 -2.1736 -0.343
P 3.8849 -0.9957 -1.6137 1.841
O 3.9531 -1.1832 -0.1701 -0.983
O 3.1565 -2.0918 -2.4879 -0.710
C 1.9689 -2.8420 -2.0847 0.344
O 5.3575 -0.9888 -2.1431 -0.514
C 5.5569 -0.6670 -3.5833 -0.752
H 4.6473 1.5442 -1.5146 0.450
H 3.0756 1.4164 -0.5833 -0.058
H 3.1175 2.3000 -2.1824 0.288
H 1.8035 -2.6878 -0.9936 -0.107
H 2.2553 -3.9527 -2.3033 0.042
H 1.1165 -2.4182 -2.5456 -0.077
H 6.3865 -0.0148 -3.6722 0.267
H 4.6363 -0.2269 -3.8920 0.292
H 5.7091 -1.5910 -4.0970 0.279
Br -5.1125 -3.9126 -1.2096 -0.127
C -4.8618 -4.4745 0.5792 -0.489
C -6.2332 -4.8656 1.0559 -0.600
Br -5.8315 -5.5150 2.8318 -0.185
H -4.5926 -3.5488 1.1319 0.179
H -4.1226 -5.2874 0.5547 0.457
H -6.6260 -5.7048 0.5324 0.434
H -6.8895 -4.0389 1.2219 0.396
C -6.2870 4.0027 -0.5262 -0.713
O -4.8905 4.0112 -0.8019 -0.432
C -4.2701 2.9090 -0.1808 -0.751
C -4.8900 1.5285 -0.4337 -0.035
O -4.6845 1.1381 -1.8215 -0.461
C -5.2196 -0.0630 -2.2336 -0.426
H -6.5409 5.0330 -0.8118 0.286
H -6.4368 3.7540 0.5312 0.333
H -6.8514 3.2113 -1.0463 0.217
H -4.3371 2.9991 0.8985 0.270
H -3.2940 2.8551 -0.4373 0.618
H -5.9956 1.6201 -0.1472 0.434
H -4.6197 0.7315 0.2287 0.240
H -4.7309 -0.8164 -1.6271 -0.048
H -5.1017 -0.2229 -3.2844 0.328
H -6.2879 -0.1079 -1.9440 0.347
C -0.6857 -0.3174 4.9389 -0.282
O -1.8272 0.3631 4.4277 -0.353
C -2.4967 -0.3434 3.3967 0.720
C -3.3002 0.6447 2.5848 0.443
O -4.5127 0.9973 3.2672 -0.491
C -4.4839 2.1424 4.1302 -0.666
H -1.0563 -1.1804 5.5620 0.248
H -0.1633 0.3082 5.6275 0.304
H -0.0088 -0.6269 4.1556 -0.099
H -3.2041 -1.0229 3.8991 0.602
H -1.7930 -1.0036 2.8112 -0.613
H -3.5824 0.1923 1.6128 -1.197
H -2.7789 1.6077 2.4387 0.426
H -4.9932 2.9536 3.6300 0.249
H -3.4793 2.4989 4.4423 0.250
H -5.0071 1.8917 5.0481 0.326
```